# 1
A structure of composition C35H45GeIIrN3O6PSe2 at a distorted geometry, computed with ωB97M-V with the def2-TZVPD basis set.

Each line ends with the Löwdin charge.
Element x y z (Å)
Ir1 11.09687 12.88584 12.07571  0.939
I1 9.44874 13.06966 14.17105  1.115
C1 9.51082 15.28183 13.92261  -0.520
C2 10.12623 16.06118 14.90307  -0.169
C3 9.93435 17.49929 14.87168  -0.093
C4 8.95277 18.07076 14.07768  -0.048
C5 8.22173 17.26858 13.12165  -0.164
C6 7.09657 17.68811 12.44522  -0.057
C7 6.55454 16.90476 11.46604  -0.108
C8 7.14396 15.72588 11.11811  -0.080
C9 8.32791 15.26758 11.77285  -0.345
P1 9.53516 14.08911 11.01734  0.857
C10 10.54701 15.29242 10.00655  -0.338
C11 11.00621 14.88064 8.78390  -0.131
C12 11.33096 15.76100 7.75410  -0.058
C13 11.61056 17.10544 8.07975  -0.067
C14 11.23831 17.52940 9.35541  -0.075
C15 10.67018 16.64258 10.28506  -0.064
C16 8.33638 13.24504 9.92594  -0.339
C17 7.81153 12.10611 10.55759  -0.113
C18 6.97214 11.28101 9.79976  -0.110
C19 6.50263 11.57042 8.56167  -0.071
C20 6.96459 12.77649 7.98736  -0.074
C21 7.89076 13.56616 8.60076  -0.073
C22 8.77044 15.92305 12.87811  -0.300
H1 10.85049 15.59944 15.53334  0.066
H2 10.52236 18.15380 15.51196  0.098
H3 8.76501 19.12122 14.18966  0.100
H4 6.66752 18.64440 12.73140  0.119
H5 5.78902 17.32818 10.84337  0.106
H6 6.58997 15.04887 10.39964  0.120
H7 11.09606 13.81123 8.61347  0.101
H8 11.36978 15.38416 6.75190  0.102
H9 12.11400 17.79492 7.30067  0.138
H10 11.39036 18.60089 9.61528  0.118
H11 10.40504 16.98035 11.29372  0.111
H12 7.91942 11.91174 11.64190  0.072
H13 6.49728 10.42200 10.30723  0.113
H14 5.84100 10.87373 8.05724  0.111
H15 6.66422 13.08207 6.98426  0.113
H16 8.25509 14.47221 8.11182  0.118
C23 5.47063 4.87308 17.28622  -0.170
C24 6.82169 5.00882 17.98261  -0.172
C25 6.74434 6.30426 18.85578  -0.140
O1 5.35649 6.85244 18.69122  -0.186
C26 4.65903 6.14266 17.61456  -0.193
H17 4.80179 4.05553 17.76316  0.132
H18 5.50298 4.65158 16.20645  0.104
H19 7.64052 5.13063 17.24527  0.106
H20 7.18872 4.22839 18.57513  0.078
H21 7.38023 7.04678 18.42504  0.087
H22 6.91647 6.17559 19.98129  0.135
H23 4.55016 6.86828 16.79047  0.113
H24 3.71436 5.86597 18.07139  0.106
C27 9.77575 7.89410 7.29298  -0.231
Ge1 11.59764 7.02874 7.32281  0.829
C28 13.03728 8.37108 7.16920  -0.184
C29 11.80945 5.70621 5.80246  -0.185
C30 11.62642 6.22960 9.15226  -0.516
Se1 10.51236 7.28499 10.40988  1.221
C31 11.94850 7.15142 11.78864  -0.288
H25 9.32972 7.77832 6.30856  0.025
H26 9.79901 8.95213 7.58125  0.024
H27 9.06787 7.47516 7.94369  -0.037
H28 13.06090 8.55651 6.06586  0.053
H29 13.92855 7.88942 7.49556  0.011
H30 12.83398 9.25481 7.77538  -0.022
H31 10.91774 5.08659 5.74052  0.016
H32 12.61938 5.04142 6.20687  0.034
H33 12.05893 6.05282 4.85419  -0.005
H34 12.66205 5.98643 9.51093  0.059
H35 11.04064 5.32101 9.11717  0.019
H36 12.08585 6.07891 12.01521  0.061
H37 11.61102 7.73380 12.64276  0.022
H38 12.76125 7.73883 11.34006  0.038
C32 16.04233 11.33436 14.52867  0.011
N1 14.65628 11.22592 14.10021  -0.090
C33 13.71846 10.35430 14.69892  -0.039
C34 12.39531 10.94887 14.22204  -0.480
O2 11.29589 10.55765 14.53606  -0.027
N2 12.68605 11.99631 13.31979  -0.024
C35 14.05656 12.06071 13.23921  -0.363
N3 14.76242 12.85033 12.39455  0.211
H39 16.42982 10.40435 14.86574  0.091
H40 16.28975 12.18800 15.18573  0.113
H41 16.54064 11.65278 13.61518  0.080
H42 13.79823 10.28196 15.80414  0.162
H43 13.82007 9.37128 14.33382  0.122
H44 14.17904 13.42953 11.77811  0.094
H45 15.58577 12.51414 11.94122  0.118
O3 13.91003 10.40014 10.68604  -0.461
Se2 12.88713 11.19099 9.72871  0.848
O4 12.58039 12.88360 10.73893  -0.615
O5 11.44328 10.57139 9.37217  -0.485
O6 13.59269 11.92100 8.44836  -0.433

Results
- Net charge: +1
- Energy relative to the best compared isomer or geometry (same formula, charge and spin): 4.998 eV
- Largest force on an atom: 4.167 eV Å⁻¹
- DFT total energy: -9598.924794 hartree
- Frontier orbital gap (spin up / spin down): 3.4 / 2.7 eV
- Expectation value of S²: 6.0459
- Multiplicity: 5

---

# 2
A structure of composition C35H46BiN11OS6, computed with ωB97M-V with the def2-TZVPD basis set.

Each line ends with the Löwdin charge.
Element x y z (Å)
Bi1 0.85680 0.96260 0.01749  1.443
S1 -0.25230 2.26839 1.99376  0.548
C1 -1.08285 0.83442 2.59307  -0.786
N1 -2.34309 0.76283 2.87411  0.064
N2 -3.10132 1.78889 2.56462  0.006
C2 -4.49192 1.72303 2.69527  -0.242
C3 -5.12247 0.60503 3.23084  -0.034
C4 -6.50476 0.59011 3.32971  -0.091
C5 -7.26260 1.67114 2.89945  -0.104
C6 -6.62182 2.78044 2.36474  -0.090
C7 -5.24151 2.81162 2.26113  -0.032
N3 -0.41228 -0.36693 2.85665  0.046
N4 0.67875 -0.47645 2.26079  -0.088
C8 1.43408 -1.64737 2.54969  -0.276
C9 2.41774 -2.01288 1.63843  -0.053
C10 3.18743 -3.14078 1.87614  -0.079
C11 2.98972 -3.89049 3.02698  -0.084
C12 2.02002 -3.50571 3.94651  -0.076
C13 1.24211 -2.38476 3.71504  -0.026
H1 -2.67877 2.56018 2.05085  0.091
H2 -4.52728 -0.23276 3.56379  0.099
H3 -6.99468 -0.27946 3.74849  0.101
H4 -8.34074 1.64979 2.98132  0.097
H5 -7.19846 3.63116 2.02619  0.103
H6 -4.74106 3.67610 1.84121  0.115
H7 2.57967 -1.41522 0.74869  0.064
H8 3.95650 -3.42139 1.16708  0.098
H9 3.59934 -4.76385 3.21727  0.102
H10 1.88119 -4.07628 4.85530  0.105
H11 0.49512 -2.06172 4.42679  0.110
C14 0.72318 1.58650 -3.16134  -0.086
N5 0.72110 2.50382 -2.01266  -0.377
C15 1.80077 3.48292 -2.18949  -0.111
C16 -0.57969 3.17127 -1.87677  -0.177
C17 -1.67077 2.19344 -1.52105  -0.283
C18 -2.97197 2.42196 -1.95180  -0.044
C19 -4.00595 1.59715 -1.53002  -0.085
C20 -3.72560 0.53383 -0.68510  -0.100
C21 -2.41442 0.28551 -0.29377  -0.158
C22 -1.36330 1.10504 -0.70028  -0.338
H12 0.64895 2.15829 -4.09379  0.101
H13 -0.12387 0.90731 -3.09581  0.067
H14 1.64534 1.00921 -3.16158  0.060
H15 1.65734 4.01852 -3.13623  0.099
H16 2.75814 2.96620 -2.19721  0.057
H17 1.78909 4.20081 -1.37257  0.023
H18 -0.82797 3.71433 -2.79885  0.133
H19 -0.47782 3.90918 -1.07428  0.113
H20 -3.18571 3.26646 -2.59812  0.111
H21 -5.02032 1.78796 -1.85614  0.101
H22 -4.52506 -0.10222 -0.32364  0.105
H23 -2.23003 -0.54817 0.37312  0.074
C23 -1.20167 -1.93967 -2.99627  -0.047
N6 -1.89869 -2.69070 -1.96739  -0.144
C24 -3.32589 -2.82373 -2.20605  -0.061
C25 -1.34482 -2.82564 -0.72913  -0.451
N7 -0.18528 -2.30178 -0.46959  0.113
N8 -2.10308 -3.56476 0.17740  -0.174
C26 -2.46918 -4.91983 -0.21580  -0.061
C27 -1.74795 -3.47698 1.58079  -0.066
H24 -1.24986 -2.47783 -3.94549  0.092
H25 -0.16399 -1.78734 -2.72069  0.058
H26 -1.67806 -0.96225 -3.12235  0.083
H27 -3.70274 -1.89267 -2.63348  0.084
H28 -3.85532 -3.00780 -1.27623  0.085
H29 -3.53463 -3.63606 -2.90763  0.088
H30 0.11542 -2.55761 0.46463  0.017
H31 -2.57290 -4.99792 -1.29355  0.075
H32 -3.41552 -5.20131 0.24871  0.093
H33 -1.70165 -5.63426 0.10754  0.092
H34 -1.54163 -2.44974 1.86939  0.061
H35 -0.87900 -4.10102 1.83565  0.092
H36 -2.59627 -3.82076 2.17292  0.095
C28 5.10135 -3.66201 -2.57205  -0.035
N9 4.54906 -2.36516 -2.26891  -0.103
C29 5.21826 -1.11351 -2.55125  -0.039
C30 4.09103 -0.10884 -2.29092  -0.484
O1 4.20999 1.08925 -2.40005  0.042
N10 2.94314 -0.79225 -1.95177  0.133
C31 3.24988 -2.08336 -2.00755  -0.436
N11 2.34010 -3.04120 -1.82487  0.208
H37 6.17827 -3.62795 -2.41922  0.094
H38 4.90460 -3.96921 -3.60361  0.095
H39 4.70390 -4.42064 -1.89716  0.080
H40 5.55051 -1.04320 -3.58991  0.137
H41 6.06670 -0.92971 -1.89088  0.136
H42 1.42733 -2.76449 -1.43647  0.049
H43 2.62976 -3.99812 -1.73508  0.095
C32 6.25791 4.27418 0.59133  -0.395
S2 5.56879 4.42574 2.25887  0.792
C33 3.93628 4.93481 1.87993  -1.026
C34 2.97679 4.17773 1.30104  -1.103
S3 3.13948 2.53660 0.76992  0.421
S4 1.47183 5.03320 1.03313  0.834
C35 1.89345 6.57093 1.70328  -1.512
S5 0.85325 7.84382 1.77139  0.505
S6 3.51572 6.59026 2.26722  0.904
H44 7.26630 3.88281 0.71689  0.029
H45 6.30227 5.24596 0.10439  0.038
H46 5.66474 3.57501 0.00493  0.002

Results
- Energy relative to the best compared isomer or geometry (same formula, charge and spin): 0.000 eV
- Largest force on an atom: 0.541 eV Å⁻¹
- DFT total energy: -4642.567232 hartree
- Frontier orbital gap: 5.8 eV